Entry a
DFT (ωB97M-V/def2-TZVPD) results for an isolated molecule of C7H9N.

CARTESIAN COORDINATES (ANGSTROEM)
C1 -0.93887 -0.09958 -1.80007
H1 2.74626 0.38672 0.96650
H2 1.47726 1.04353 -1.35275
N1 -2.30028 -0.12661 2.36770
H3 1.12543 2.13304 0.14680
H4 -1.94873 -0.10399 -1.98359
H5 1.43722 -1.39640 2.14671
H6 -0.36985 0.34933 -2.56072
C2 0.93183 1.08455 -0.27677
H7 -1.25028 1.19581 -0.34324
C3 0.93735 -0.77245 1.34243
C4 -0.41678 0.62274 -0.60759
C5 1.64150 0.19006 0.78064
H8 -0.57292 -1.81230 0.34716
H9 -0.54216 -1.11907 -1.72260
C6 -0.45569 -0.97170 0.86444
C7 -1.50130 -0.60367 1.68495

## Properties
Charge: 0
HOMO-LUMO gap: 0.3494 Eh
Molecular weight: 107.16 g/mol
LUMO: 0.021 Ha
2S+1: 1

Entry b
DFT (ωB97M-V/def2-TZVPD) results for an isolated molecule of C7H9N.

CARTESIAN COORDINATES (ANGSTROEM)
H1 1.60913 -1.84317 -0.77329
H2 1.68284 -1.74865 0.94820
C1 2.32225 0.15649 -0.04034
H3 -2.05918 1.77130 -0.12755
C2 1.51611 -1.17008 0.06695
H4 -3.07749 -0.86002 0.74014
H5 -1.76555 -1.92636 -0.08464
H6 2.73292 0.36958 0.95967
H7 0.09812 3.02850 0.14400
C3 0.09056 1.91360 -0.00239
C4 0.99845 0.85395 -0.10078
N1 -1.20429 1.31804 0.06394
C5 0.23559 -0.33571 0.02238
C6 -1.10065 -0.03257 0.05026
H8 2.98615 0.37186 -0.91166
C7 -2.24505 -0.92321 -0.02926
H9 -2.81988 -0.94357 -0.92564

## Properties
SMILES: Cc1[nH]cc2c1CC2
Charge: 0
HOMO-LUMO gap: 0.3218 Eh
Molecular weight: 107.16 g/mol
LUMO: 0.040 Ha
2S+1: 1

Entry c
DFT (ωB97M-V/def2-TZVPD) results for an isolated molecule of C7H9N.

CARTESIAN COORDINATES (ANGSTROEM)
C1 2.38755 -0.71420 0.43212
H1 0.98976 1.64590 0.63859
H2 -3.74377 -0.11810 0.43331
C2 -0.69017 -0.79244 -0.35865
C3 -1.86659 0.98367 0.23550
H3 2.34990 -1.79734 0.30936
H4 2.03592 -0.46405 1.42927
C4 1.58035 -0.04105 -0.60780
H5 0.66428 1.87210 -1.09512
C5 0.67843 1.13573 -0.28085
C6 -2.69348 -0.10985 0.21488
H6 -2.30975 -2.26002 -0.25216
H7 1.82504 -0.21481 -1.64202
N1 -0.62840 0.54861 -0.11522
H8 -2.07794 2.00890 0.46872
C7 -1.94311 -1.25896 -0.15574
H9 3.44198 -0.42409 0.34582

## Properties
Charge: 0
HOMO-LUMO gap (alpha / beta): 0.3015 / 0.2788 Eh
Molecular weight: 107.16 g/mol
LUMO (alpha / beta): 0.004 / -0.011 Ha
2S+1: 1

Entry d
DFT (ωB97M-V/def2-TZVPD) results for an isolated molecule of C7H9N.

CARTESIAN COORDINATES (ANGSTROEM)
C1 -1.32456 -1.00004 -0.70994
C2 -1.89576 0.14922 -0.01271
H1 0.59054 -0.75318 1.75170
C3 0.72120 -0.68587 0.65620
H2 1.55510 1.43694 -1.52946
H3 -3.77893 1.53243 0.66809
C4 -2.77098 0.69639 0.66556
H4 0.26033 1.98306 -0.86468
C5 -0.10109 -1.25273 -0.40251
H5 0.48275 -2.10107 -0.70345
C6 1.19173 0.64385 0.46960
H6 -2.06867 -1.56581 -1.38848
C7 2.19901 -0.60569 0.27055
N1 1.20767 1.70880 -0.74404
H7 1.25352 1.26162 1.44165
H8 2.98615 -0.93008 1.02084
H9 2.14832 -0.49623 -0.80847

## Properties
SMILES: C#C/C=C\[C@H]1C[C@H]1N
Charge: 0
HOMO-LUMO gap: 0.3570 Eh
Molecular weight: 107.16 g/mol
LUMO: 0.023 Ha
2S+1: 1

entry b has the most favorable energy; the next structure is 1.561 eV above.

Entry a
DFT (ωB97M-V/def2-TZVPD) results for an isolated molecule of C7H9N.

CARTESIAN COORDINATES (ANGSTROEM)
H1 1.36458 1.43129 2.24388
C1 0.33691 0.44774 0.76191
H2 2.23946 1.54747 0.61310
N1 -0.76924 0.57130 1.62260
H3 -0.86367 1.24523 2.41387
C2 -1.89725 0.00390 1.08534
H4 0.50871 -1.36373 -3.40567
H5 -2.70810 -0.10812 1.79316
H6 -2.11680 -1.07679 -0.83517
H7 2.36117 -0.01451 1.47361
C3 0.61621 -0.72760 -1.49571
C4 -1.53766 -0.54619 -0.13331
C5 0.20309 -0.60934 -2.73423
H8 1.16593 -1.64092 -1.14872
C6 1.61937 0.80448 1.21653
H9 -0.38809 0.27615 -3.13666
C7 -0.13461 -0.24037 -0.33454

## Properties
SMILES: C=Cc1cc[nH]c1C
Charge: 0
HOMO-LUMO gap: 0.3290 Eh
Molecular weight: 107.16 g/mol
LUMO: 0.037 Ha
2S+1: 1

Entry b
DFT (ωB97M-V/def2-TZVPD) results for a structure of composition C7H9N.

CARTESIAN COORDINATES (ANGSTROEM)
H1 3.60292 -1.21591 0.28371
H2 0.34113 2.10458 -0.27854
C1 1.32774 -1.21163 0.30772
N1 2.43369 0.62808 0.04493
H3 -0.63969 2.21151 -0.24826
C2 2.61307 -0.82299 0.01086
C3 -1.07757 -0.26609 0.08538
C4 1.10572 1.08290 0.04540
H4 -2.58320 1.35699 1.60865
H5 3.20607 1.34766 -0.77542
H6 -2.90845 0.87820 -0.92285
H7 -3.06401 -1.03189 0.07132
H8 0.92861 -2.34105 0.16928
H9 -1.80339 -2.36434 -0.77277
C5 -1.82471 1.08714 0.16581
C6 0.34414 -0.15074 0.28140
C7 -2.00208 -1.29240 -0.07661

## Properties
Charge: 0
HOMO-LUMO gap: 0.2719 Eh
Molecular weight: 107.16 g/mol
LUMO: -0.016 Ha
2S+1: 1

entry a has the most favorable energy; the next structure is 10.587 eV above.

Entry a
DFT (ωB97M-V/def2-TZVPD) results for an isolated molecule of C7H9N.

CARTESIAN COORDINATES (ANGSTROEM)
H1 0.16139 -0.23285 2.18115
C1 0.93854 -0.03984 0.01587
H2 -1.48510 1.23897 -1.25244
C2 -0.02488 -0.09701 -1.18640
H3 0.19213 2.05644 0.91204
C3 -1.07984 -1.05471 0.64261
H4 -1.59675 -1.85324 -1.27073
N1 -0.57002 1.19877 -0.95060
H5 2.69460 -0.14836 -1.02379
H6 2.98144 -0.52264 0.84554
H7 -1.63141 1.55395 1.00259
H8 -1.80442 -1.71838 1.21625
C4 -0.14151 -0.03224 1.09889
C5 -0.91860 -1.22903 -0.70096
C6 2.29241 -0.26982 0.01550
C7 -0.60347 1.35335 0.56968
H9 0.59550 -0.20335 -2.11521

## Properties
SMILES: C=C1[C@@H]2C=C[C@H]1NC2
Charge: 0
HOMO-LUMO gap: 0.3676 Eh
Molecular weight: 107.16 g/mol
LUMO: 0.039 Ha
2S+1: 1

Entry b
DFT (ωB97M-V/def2-TZVPD) results for a cluster of 2 separate species, C7H9N in total.

CARTESIAN COORDINATES (ANGSTROEM)
C1 0.28828 1.39732 0.17394
H1 0.06411 2.07598 1.09645
C2 1.91626 -0.25426 -0.00632
H2 0.88786 1.97838 -0.62800
N1 -1.07855 1.25032 -0.45786
C3 3.07398 -0.54291 -0.29083
C4 0.59300 -0.04744 0.63252
C5 -1.61897 0.04021 0.11219
C6 -2.04711 -1.30596 -0.09344
H3 -0.16588 -0.98462 -1.16241
H4 4.11517 -0.78324 -0.28761
H5 -2.60462 -1.49624 0.80657
C7 -0.45709 -0.92856 -0.12367
H6 -2.24698 -1.86097 -0.98598
H7 -1.58035 0.26963 1.24422
H8 0.40734 -0.49524 1.62970
H9 -1.81691 2.39371 -0.93422

## Properties
Charge: 0
HOMO-LUMO gap: 0.3170 Eh
Molecular weight: 107.16 g/mol
LUMO: 0.029 Ha
2S+1: 1

Entry c
DFT (ωB97M-V/def2-TZVPD) results for an isolated molecule of C7H9N.

CARTESIAN COORDINATES (ANGSTROEM)
C1 -0.42831 1.34816 -0.41801
H1 -0.18694 -2.00675 -0.58737
H2 2.20294 -1.07941 -1.37266
C2 -0.35873 -0.71425 1.02672
C3 1.54001 -0.84735 -0.43198
C4 0.39456 0.62104 0.82734
C5 0.01976 -1.03209 -0.40962
H3 -1.46529 -0.40179 -1.87618
H4 -2.47261 -0.02645 0.86441
H5 0.15176 1.67278 -1.42366
C6 1.85897 0.12219 0.29928
H6 -1.04201 2.27834 -0.17294
H7 -0.39099 -1.21727 1.86222
H8 0.29762 1.27660 1.66328
H9 2.79801 0.64590 0.61144
C7 -1.08611 -0.03383 -0.83126
N1 -1.83266 -0.60585 0.36902

## Properties
SMILES: C1=C[C@H]2C[C@@H]3N[C@H]2[C@H]13
Charge: 0
HOMO-LUMO gap: 0.3769 Eh
Molecular weight: 107.16 g/mol
LUMO: 0.042 Ha
2S+1: 1

entry a has the most favorable energy; the next structure is 1.910 eV above.

Entry a
DFT (ωB97M-V/def2-TZVPD) results for an isolated molecule of C2H4NP.

CARTESIAN COORDINATES (ANGSTROEM)
P1 1.46934 0.00867 1.55428
H1 -1.35654 0.42899 -2.12771
H2 1.21180 0.86513 2.62322
H3 -1.29672 -1.48249 -1.92308
C1 -0.22771 -0.09460 1.06783
C2 -1.04895 -0.47869 -1.66516
H4 1.84458 1.03675 0.69375
N1 -0.59579 -0.28375 -0.22314

## Properties
SMILES: C=NC#[PH2]
Charge: 0
HOMO-LUMO gap (alpha / beta): 0.3004 / 0.3004 Eh
Molecular weight: 73.03 g/mol
LUMO (alpha / beta): 0.004 / 0.004 Ha
2S+1: 1

Entry b
DFT (ωB97M-V/def2-TZVPD) results for a cluster of 2 separate species, C2H4NP in total.

CARTESIAN COORDINATES (ANGSTROEM)
H1 1.70031 0.85711 -1.04877
H2 -1.75211 -0.25277 0.30148
C1 0.82532 -0.57403 0.49034
N1 0.31189 -0.90820 -0.58373
H3 -0.00318 1.16826 -0.46895
H4 1.19841 -0.89866 1.42068
P1 -3.01697 0.10597 0.38984
C2 0.73633 0.50232 -0.50090

## Properties
Charge: 0
HOMO-LUMO gap (alpha / beta): 0.2725 / 0.2714 Eh
Molecular weight: 73.03 g/mol
LUMO (alpha / beta): -0.049 / -0.050 Ha
2S+1: 1

entry a has the most favorable energy; the next structure is 0.900 eV above.